Record 1
DFT (ωB97M-V/def2-TZVPD) results for a cluster of 3 separate species, CH9N3O2 in total.

Properties
Molecular weight (g mol⁻¹): 95.102
E_HOMO (hartree): -0.3226
Relative energy (zero: lowest compared OMol25 entry of this formula, charge and spin) (eV): 1.140
SMILES: N=C(N)N.O.O

CARTESIAN COORDINATES (ANGSTROEM)
N (-1.27598, -0.41250, 0.50595)
C (-0.69206, -1.60265, 0.98416)
N (0.66262, -1.67663, 0.79701)
N (-1.38822, -2.57040, 1.43911)
H (-2.23631, -0.25797, 0.25846)
H (-0.70053, 0.40758, 0.61465)
H (1.05026, -0.76989, 0.87667)
H (0.96186, -2.63728, 0.85453)
H (-2.37698, -2.38538, 1.39062)
H (-1.95228, 1.84211, -2.50476)
H (-0.56625, 1.64132, -2.04206)
O (-1.32280, 2.16382, -1.86357)
H (3.71397, 1.96941, 0.20474)
H (2.86636, 2.55995, -0.92528)
O (3.25634, 1.72851, -0.59023)

=====

Record 2
DFT (ωB97M-V/def2-TZVPD) results for the ion CH9N5 with charge +2.

Properties
Molecular weight (g mol⁻¹): 91.118
E_HOMO (spin up / spin down) (hartree): -0.7149 / -0.6839
Relative energy (zero: lowest compared OMol25 entry of this formula, charge and spin) (eV): 7.583
Charge: +2
SMILES: NNCN[NH+]=[NH2+]

CARTESIAN COORDINATES (ANGSTROEM)
C (0.82820, -1.16957, -0.20970)
N (1.53786, -0.10268, 0.32705)
N (-0.54003, -1.06319, 0.22184)
N (-1.86376, 0.89505, 0.31233)
N (1.27234, 1.14154, -0.08883)
N (-1.20717, -0.08495, -0.36956)
H (0.92781, -1.10133, -1.38433)
H (1.18300, -2.23476, -0.06836)
H (1.87122, -0.18623, 1.38243)
H (-0.85997, -1.48401, 1.14608)
H (-2.78640, 0.45188, 1.01050)
H (-2.21564, 1.54700, -0.36673)
H (1.51130, 1.89538, 0.54178)
H (1.27121, 1.38253, -1.13232)
H (-0.92998, 0.11334, -1.32220)